131
Properties=species:S:1:pos:R:3:forces:R:3:lowdin_charge:R:1 method="wB97M-V/def2-TZVPD" smiles="O=COCCN(S)[C@H](CCCCCCCCCCCCn1cccc1)[C@H](OCCCCO)PP(=O)(O)O.COCCOCCOC.COCCOCCOC"
O -5.5505 0.4453 2.4081 0.31 -0.67 -0.93 0.100
C -5.3086 -0.3500 1.5326 -0.87 1.20 1.59 -0.331
O -6.0033 -1.5323 1.4713 0.69 0.23 -0.10 -0.058
C -5.2171 -2.6578 1.9365 0.39 0.16 -0.71 -0.161
C -4.4687 -3.2287 0.7011 -1.22 -0.51 1.51 -0.245
N -3.7184 -4.4167 1.1414 0.80 -0.06 -1.26 -0.457
S -4.7726 -5.7700 1.3776 -0.54 -0.26 0.71 0.814
C -2.5321 -4.7373 0.3110 0.41 -0.36 0.23 -0.380
C -1.1755 -4.2368 0.9410 -0.56 -0.21 0.92 -0.176
C -1.3414 -3.3598 2.2078 0.69 0.71 -0.68 -0.166
C -1.5997 -1.8677 1.8089 0.09 -0.29 0.17 -0.190
C -0.5424 -0.8977 2.4102 -0.37 -0.22 -0.98 -0.194
C 0.6102 -0.6658 1.3933 -0.48 -0.21 0.63 -0.207
C 1.7296 0.2103 2.0027 -0.53 0.22 -0.62 -0.205
C 2.3214 1.2124 0.9937 0.71 -0.06 0.30 -0.223
C 3.4952 2.0232 1.6058 -1.16 0.31 -0.32 -0.223
C 4.0133 3.1147 0.6560 0.55 -0.34 0.01 -0.219
C 5.1882 3.9562 1.2404 -0.29 -0.21 -0.30 -0.215
C 4.7424 5.3833 1.6704 0.39 -1.32 -0.16 -0.168
C 4.3516 6.1925 0.4098 0.94 -0.31 0.46 -0.132
N 4.8059 7.5810 0.4161 -1.58 -0.77 0.09 -0.130
C 3.9195 8.5722 0.1394 -0.34 1.62 -0.27 -0.127
C 4.5758 9.7765 0.1607 1.14 0.02 0.25 -0.099
C 5.9463 9.4777 0.4865 -0.65 0.32 -0.25 -0.101
C 6.0307 8.1158 0.6372 0.96 0.30 0.11 -0.120
C -2.6405 -4.3278 -1.1733 0.59 0.10 -0.73 -0.499
O -3.7477 -4.8935 -1.8404 -0.12 0.56 0.54 -0.170
C -4.4907 -3.9694 -2.6283 -0.21 -0.19 -1.22 -0.195
C -3.7265 -3.3227 -3.8263 -0.76 0.47 -0.06 -0.171
C -3.8873 -1.7842 -3.7451 -0.34 -0.74 -0.61 -0.187
C -3.3585 -1.0134 -4.9833 -0.41 0.45 1.02 -0.234
O -2.7223 0.1932 -4.5559 0.06 0.15 -0.41 -0.089
P -1.0708 -5.0723 -1.9809 0.56 -1.03 0.35 0.932
P 0.2329 -3.4607 -2.6122 1.55 1.44 -0.25 0.269
O 1.0142 -2.9137 -1.4911 -0.54 -0.22 0.65 -0.327
O 1.2914 -3.9883 -3.7237 -1.50 -0.37 0.18 -0.150
O -0.5328 -2.2066 -3.3159 -0.26 -0.80 -0.12 -0.180
H -4.5527 -0.0594 0.7747 -0.27 -0.82 -0.14 0.148
H -4.5248 -2.3159 2.7194 -0.10 -0.21 -0.19 0.121
H -5.8981 -3.3890 2.3840 0.02 0.22 -0.24 0.111
H -3.8351 -2.4161 0.3333 0.10 -0.49 -0.21 0.106
H -5.2614 -3.5450 0.0072 0.35 0.46 -0.22 0.102
H -4.3146 -6.7820 0.5993 0.15 0.71 -0.28 -0.122
H -2.4580 -5.8347 0.3109 -0.05 0.33 -0.07 0.097
H -0.5518 -3.6725 0.2316 -0.16 -0.21 0.11 0.056
H -0.6017 -5.1238 1.2496 -0.15 0.19 -0.35 0.105
H -2.0562 -3.7566 2.9359 0.00 0.05 -0.35 0.110
H -0.3558 -3.3684 2.7050 -0.32 -0.08 -0.09 0.090
H -1.5301 -1.8119 0.7049 0.01 0.12 0.32 0.096
H -2.6213 -1.5292 2.0421 0.33 -0.18 0.21 0.076
H -0.1348 -1.3292 3.3356 -0.24 0.35 -0.05 0.113
H -1.0584 0.0581 2.5937 0.47 -0.16 0.30 0.111
H 0.9793 -1.6508 1.0666 0.06 0.37 -0.03 0.085
H 0.1362 -0.2066 0.5095 0.39 0.06 0.15 0.109
H 2.5187 -0.4351 2.4177 -0.22 0.27 0.03 0.118
H 1.2573 0.7952 2.8114 0.41 -0.22 -0.02 0.110
H 2.7086 0.6692 0.1146 -0.31 0.18 0.11 0.118
H 1.5408 1.9221 0.6746 0.14 -0.31 -0.07 0.115
H 3.0682 2.5302 2.4901 0.51 -0.33 0.08 0.116
H 4.2846 1.3110 1.8816 -0.03 0.39 0.15 0.117
H 3.1968 3.7930 0.3651 0.06 -0.29 0.07 0.104
H 4.3559 2.6133 -0.2644 -0.16 0.21 0.16 0.112
H 5.9595 4.0073 0.4534 -0.08 0.27 0.38 0.103
H 5.6445 3.4126 2.0825 -0.18 0.21 -0.15 0.106
H 3.9002 5.2221 2.3619 0.16 0.49 -0.17 0.112
H 5.5772 5.8097 2.2407 -0.33 0.34 -0.26 0.104
H 3.2641 6.1942 0.2938 0.30 0.11 -0.15 0.118
H 4.8171 5.6915 -0.4554 -0.34 0.14 0.14 0.128
H 2.8593 8.4751 -0.0692 0.31 -0.67 0.10 0.115
H 4.1862 10.7710 -0.0257 -0.12 -0.33 0.04 0.088
H 6.7599 10.1898 0.5704 -0.16 -0.23 0.05 0.088
H 6.9185 7.5443 0.8902 -0.43 -0.15 -0.11 0.118
H -2.5792 -3.2352 -1.3145 -0.24 -0.23 0.19 0.108
H -5.3207 -4.5499 -3.0560 0.24 0.00 0.38 0.131
H -4.9571 -3.1594 -2.0466 0.36 -0.31 0.27 0.103
H -4.2399 -3.6256 -4.7546 0.28 -0.08 0.25 0.117
H -2.6878 -3.6502 -3.9336 -0.16 0.18 0.28 0.073
H -4.9757 -1.6034 -3.7028 0.34 0.04 0.21 0.117
H -3.4954 -1.4076 -2.7844 0.20 0.03 -0.41 0.105
H -4.2329 -0.6689 -5.5549 0.38 -0.22 -0.09 0.118
H -2.7167 -1.6153 -5.6429 0.03 0.09 0.34 0.117
H -2.2670 0.0504 -3.7217 0.04 -0.18 -0.14 0.060
H -1.4994 -5.6827 -3.1923 -0.25 0.68 0.06 -0.058
H 1.0453 -4.8660 -4.0509 0.22 0.12 -0.20 0.064
H -0.6028 -1.5140 -2.6433 0.25 -0.01 -0.08 0.069
C -4.3875 7.9774 -2.3871 -0.06 0.00 -0.30 -0.111
O -3.7072 7.1419 -3.3021 0.04 -0.13 0.46 -0.197
C -2.3191 6.9974 -3.0495 -0.12 -0.01 -0.36 -0.194
C -1.8672 5.5489 -3.1137 0.16 -0.09 -0.04 -0.179
O -2.3804 4.6910 -2.1024 -0.01 -0.01 -0.02 -0.120
C -3.7714 4.3974 -2.0982 -0.13 0.06 0.15 -0.179
C -4.2876 3.5902 -3.2766 -0.12 0.16 -0.07 -0.192
O -4.2236 4.3132 -4.4945 0.40 -0.13 0.10 -0.196
C -3.6806 3.5792 -5.5752 -0.16 0.19 -0.05 -0.106
H -4.3805 9.0117 -2.7454 0.00 0.07 0.16 0.087
H -5.4220 7.6369 -2.3259 -0.01 0.02 -0.06 0.086
H -3.9540 7.9291 -1.3844 0.04 0.02 0.00 0.086
H -2.0428 7.4247 -2.0807 -0.08 -0.02 0.05 0.120
H -1.7889 7.5556 -3.8320 0.23 -0.05 0.12 0.127
H -0.7841 5.5507 -2.9577 -0.03 0.01 0.10 0.127
H -2.0236 5.1213 -4.1035 -0.23 0.12 -0.05 0.110
H -4.3597 5.3031 -1.9501 -0.03 0.05 -0.24 0.109
H -3.9307 3.7906 -1.2017 0.10 -0.06 -0.04 0.125
H -5.3429 3.3490 -3.0957 0.04 -0.13 0.22 0.127
H -3.7301 2.6491 -3.3444 0.03 0.04 -0.08 0.110
H -2.8921 2.8948 -5.2527 -0.07 -0.08 0.01 0.075
H -3.2443 4.2906 -6.2783 -0.10 0.04 -0.01 0.087
H -4.4742 3.0229 -6.0847 0.13 -0.15 -0.05 0.088
C 2.3174 -4.3738 1.6331 0.17 0.27 0.11 -0.101
O 2.8708 -4.2712 2.9322 -0.01 -0.46 -0.16 -0.193
C 2.2705 -5.1199 3.8966 0.14 0.37 0.11 -0.195
C 3.2985 -5.8624 4.7320 -0.01 -0.09 0.18 -0.179
O 4.0913 -6.8165 4.0382 0.02 0.04 0.00 -0.118
C 5.0167 -6.3542 3.0633 -0.03 -0.06 -0.21 -0.179
C 6.1768 -5.5230 3.5822 -0.07 0.19 -0.13 -0.194
O 5.7536 -4.2683 4.0912 -0.08 -0.30 0.32 -0.199
C 6.3152 -3.9240 5.3412 -0.06 0.21 -0.22 -0.113
H 1.5020 -3.6570 1.5224 -0.06 -0.11 -0.19 0.049
H 3.0979 -4.1295 0.9119 -0.04 0.09 0.01 0.096
H 1.9583 -5.3839 1.4141 -0.03 -0.02 0.04 0.091
H 1.5905 -5.8388 3.4283 0.05 -0.02 -0.09 0.121
H 1.6816 -4.4808 4.5682 -0.10 -0.22 0.13 0.125
H 2.7412 -6.4446 5.4722 -0.01 -0.06 -0.08 0.128
H 3.9240 -5.1772 5.3035 0.02 0.20 -0.19 0.109
H 4.5011 -5.8476 2.2473 0.02 0.23 0.09 0.109
H 5.4451 -7.2607 2.6263 0.02 -0.04 0.12 0.128
H 6.8601 -5.3232 2.7479 0.05 -0.24 -0.05 0.127
H 6.7229 -6.0956 4.3399 -0.05 0.05 0.05 0.122
H 6.4590 -4.7982 5.9827 0.05 -0.03 -0.03 0.086
H 5.6217 -3.2482 5.8436 0.03 0.05 -0.06 0.087
H 7.2684 -3.4050 5.1974 0.07 -0.07 0.15 0.087

---

15
Properties=species:S:1:pos:R:3:forces:R:3:nbo_charge:R:1 method="wB97M-V/def2-TZVPD" de_lowest_kcal_mol=123.6
C 1.8276 -0.1875 -0.2717 -0.09 0.11 0.06 -0.367
C 0.9872 0.6324 0.3481 0.12 -0.12 -0.10 -0.230
C -0.1856 1.2723 -0.3066 0.18 0.12 0.14 0.057
O -0.6047 0.7832 -1.5728 0.05 -0.04 -0.10 -0.508
C -1.4945 0.6008 -0.4510 -0.26 -0.06 0.13 -0.115
C -1.6874 -0.7940 0.0725 0.17 0.11 -0.32 0.269
O -1.0470 -1.6268 -0.6921 -0.11 0.13 0.06 -0.620
H 2.6628 -0.6428 0.2509 -0.11 0.10 -0.06 0.210
H 1.7091 -0.4288 -1.3251 0.00 0.04 0.14 0.198
H -0.4049 -1.4615 2.2557 -0.03 -0.02 0.02 0.010
H 1.1246 0.8829 1.3988 -0.02 -0.03 -0.15 0.220
H -0.2176 2.3611 -0.2304 -0.01 -0.16 0.01 0.202
H -2.3864 1.2249 -0.4690 0.12 -0.10 0.02 0.215
H 0.1490 -1.5946 2.7331 0.03 0.00 0.04 -0.021
H -0.5917 -1.1456 -1.4291 -0.04 -0.06 0.11 0.480

---

65
Properties=species:S:1:pos:R:3:forces:R:3:nbo_charge:R:1 method="wB97M-V/def2-TZVPD" charge=-2 de_lowest_kcal_mol=0.0
Rb -0.3210 -0.2359 -1.8703 0.88 -1.42 -0.57 0.906
N 0.9164 -2.1134 3.1004 0.05 -0.04 0.11 -0.353
C 0.9765 -1.1186 2.1998 0.01 0.05 -0.09 0.218
N 0.1974 -1.3961 1.1865 -0.14 -0.04 -0.02 -0.441
C -0.3194 -2.6051 1.5219 -0.21 -0.10 -0.22 0.266
N 0.0846 -3.0874 2.6802 0.08 0.12 0.04 -0.293
C -1.2156 -3.3636 0.6215 0.24 0.14 0.32 0.128
C -1.9601 -4.4551 1.0621 -0.06 -0.12 -0.07 0.010
N -2.7181 -5.1654 0.2324 0.03 0.05 0.15 -0.392
C -2.7264 -4.7777 -1.0408 0.02 0.00 -0.05 -0.025
C -1.9932 -3.6853 -1.4791 -0.03 0.03 0.03 0.004
N -1.2465 -2.9746 -0.6418 -0.09 0.07 -0.41 -0.357
H 1.4017 -2.2076 3.9736 0.03 0.01 -0.01 0.406
H 1.5960 -0.2399 2.3099 -0.06 -0.08 0.00 0.226
H -1.9295 -4.7501 2.1039 -0.01 -0.01 -0.02 0.205
H -3.3331 -5.3539 -1.7308 0.02 0.01 0.02 0.189
H -1.9964 -3.3738 -2.5193 0.01 -0.02 0.03 0.220
O 5.6284 -0.0945 -3.2858 -0.10 0.07 -0.18 -0.796
C 4.3961 0.3434 -3.8853 0.20 -0.05 0.12 -0.074
C 3.3942 -0.7931 -4.1057 -0.19 0.02 0.31 -0.175
C 3.8306 -1.6346 -5.3018 0.05 0.05 0.12 -0.054
O 5.1566 -2.1687 -5.1495 -0.15 0.03 -0.19 -0.774
C 2.0500 -0.0840 -4.3166 -0.37 -0.29 -0.22 -0.531
Se 0.4589 -1.1485 -4.8903 0.28 -0.11 -0.28 -0.728
C 3.2812 -1.6845 -2.8523 -0.06 -0.07 0.07 -0.555
Se 3.2744 -0.7634 -1.0784 0.07 -0.05 -0.14 -0.733
H 5.3546 -0.3292 -2.3751 0.01 -0.02 0.07 0.501
H 4.6406 0.8053 -4.8459 0.10 0.01 0.00 0.161
H 3.9366 1.0935 -3.2394 0.00 0.04 0.00 0.196
H 3.7781 -1.0082 -6.2025 0.04 0.01 -0.06 0.143
H 3.1420 -2.4656 -5.4449 -0.03 -0.06 0.02 0.193
H 5.6266 -1.5783 -4.5416 -0.01 0.02 0.09 0.488
H 2.1322 0.7526 -5.0130 0.14 -0.03 -0.05 0.192
H 1.8530 0.3352 -3.3332 -0.13 0.30 0.06 0.190
H 4.0816 -2.4205 -2.8493 0.09 0.02 0.06 0.200
H 2.3427 -2.2310 -2.9450 -0.01 -0.05 -0.02 0.221
Cl -4.0557 2.8791 0.6030 -0.07 0.02 0.07 0.051
C -4.1688 1.7838 1.9339 -0.09 0.01 -0.12 -0.058
C -5.4221 1.4924 2.4527 0.00 0.02 0.00 -0.238
C -5.5322 0.6527 3.5477 -0.04 -0.01 -0.02 -0.213
C -4.3947 0.1087 4.1193 0.01 -0.03 0.03 -0.239
C -3.1551 0.3974 3.5725 0.01 0.01 0.07 -0.054
Cl -1.7484 -0.2797 4.3320 0.00 -0.01 -0.06 0.004
C -2.9975 1.2238 2.4569 0.31 0.03 -0.02 0.195
N -1.7308 1.4681 1.8963 -0.14 0.28 1.13 -0.687
C -1.0026 2.5946 2.3126 -0.38 -0.44 0.13 0.167
C -1.3146 3.2979 3.4786 -0.04 -0.02 0.00 -0.283
C -0.5603 4.3964 3.8730 0.04 -0.06 -0.11 -0.217
C 0.5164 4.8056 3.1019 -0.04 -0.11 -0.05 -0.273
C 0.8259 4.0909 1.9460 0.00 0.03 0.01 -0.202
C 0.0932 2.9855 1.5333 0.30 0.19 -0.09 0.040
C 0.4803 2.2284 0.2887 -0.02 0.11 0.03 -0.573
C -0.5756 2.3367 -0.8410 -0.14 0.53 0.12 0.765
O -0.3467 3.1004 -1.7808 -0.13 -0.19 0.18 -0.690
O -1.5825 1.5553 -0.7080 -0.27 1.02 0.21 -0.843
H -6.2972 1.9362 1.9962 0.04 -0.01 0.02 0.221
H -6.5079 0.4224 3.9572 0.02 0.00 0.00 0.207
H -4.4539 -0.5438 4.9796 0.00 0.01 -0.01 0.218
H -1.6736 1.3066 0.8769 -0.16 0.08 -0.53 0.457
H -2.1607 2.9810 4.0777 0.01 0.02 0.00 0.202
H -0.8209 4.9263 4.7825 -0.01 0.00 -0.02 0.193
H 1.1134 5.6613 3.3908 0.01 0.01 0.00 0.196
H 1.6698 4.3933 1.3364 0.00 0.01 0.00 0.207
H 0.6079 1.1660 0.5219 0.03 0.03 0.04 0.227
H 1.4233 2.6095 -0.0922 0.06 -0.01 -0.01 0.238

---

15
Properties=species:S:1:pos:R:3:forces:R:3:nbo_charge:R:1 method="wB97M-V/def2-TZVPD" de_lowest_kcal_mol=105.0
C -0.0507 0.8727 -0.3172 -1.94 0.86 1.49 0.168
C 0.3451 -1.2418 -1.0641 2.19 -4.56 -0.47 0.559
C -0.4141 0.0219 0.6529 1.12 -0.07 3.45 0.233
H 0.4919 2.5426 0.5740 -0.92 0.44 -0.61 0.378
H -1.1191 2.6308 -0.1455 1.93 -0.31 0.14 0.387
H 0.8487 0.6099 -2.1596 -1.34 -2.19 1.39 0.433
H 0.9283 -2.2922 -2.7623 -0.40 0.18 3.28 0.338
H -0.2698 -2.0326 0.9306 0.67 1.25 -1.99 0.420
H -0.5568 1.2057 2.5734 -0.77 -5.06 -1.86 0.387
H -0.3089 -1.1069 2.6712 -1.49 5.00 -2.11 0.367
N -0.1151 2.3063 -0.2272 -0.56 -0.75 -0.33 -0.847
N 0.2727 0.0600 -1.4249 1.59 3.42 -2.34 -0.586
N 0.7854 -2.4035 -1.6574 -1.33 3.58 -1.24 -0.823
N 0.0146 -1.2140 0.3161 -0.73 -3.21 -1.15 -0.583
N -0.8523 0.0408 2.0396 1.99 1.44 2.33 -0.829

---

Summary of E_HOMO in eV
-8.13; -8.94; -0.99; -7.06
(order as listed above)
Summary of total energy in eV
-98606.724; -9404.472; -199857.277; -10670.446
(order as listed above)